{
  "formula": "C54H82ClFN3O31PS4",
  "method": "ωB97M-V/def2-TZVPD",
  "homo_ev": -8.5,
  "de_lowest_kj_mol": 373.3,
  "smiles": "C#Cc1c(N)c(S)c(OC#N)c2c1Sc1c([PH2]=S)c(C[C@H](C)Cl)c(CCOC(C)=O)c(S(=O)(=O)F)c1N2CCCCCCOC(C)=O.COC(=O)OC.COC(=O)OC.COC(=O)OC.COC(=O)OC.COC(=O)OC.COC(=O)OC.COC(=O)OC.COC(=O)OC",
  "lumo_energy_ha": -0.058,
  "gap_ev": 6.973,
  "charge": 0,
  "species": ["C", "C", "C", "C", "N", "C", "S", "C", "O", "C", "N", "C", "C", "S", "C", "C", "P", "S", "C", "C", "C", "C", "Cl", "C", "C", "C", "O", "C", "C", "O", "C", "S", "O", "O", "F", "C", "N", "C", "C", "C", "C", "C", "C", "O", "C", "C", "O", "H", "H", "H", "H", "H", "H", "H", "H", "H", "H", "H", "H", "H", "H", "H", "H", "H", "H", "H", "H", "H", "H", "H", "H", "H", "H", "H", "H", "H", "H", "H", "H", "H", "H", "C", "O", "C", "O", "O", "C", "H", "H", "H", "H", "H", "H", "C", "O", "C", "O", "O", "C", "H", "H", "H", "H", "H", "H", "C", "O", "C", "O", "O", "C", "H", "H", "H", "H", "H", "H", "C", "O", "C", "O", "O", "C", "H", "H", "H", "H", "H", "H", "C", "O", "C", "O", "O", "C", "H", "H", "H", "H", "H", "H", "C", "O", "C", "O", "O", "C", "H", "H", "H", "H", "H", "H", "C", "O", "C", "O", "O", "C", "H", "H", "H", "H", "H", "H", "C", "O", "C", "O", "O", "C", "H", "H", "H", "H", "H", "H"],
  "positions_angstrom": [[-4.65421, -3.86571, 1.83714], [-3.62537, -4.07072, 1.20804], [-2.18625, -4.00474, 0.63787], [-1.09664, -4.83958, 1.28065], [-1.38481, -5.67774, 2.42359], [0.26737, -4.73895, 0.67914], [1.60124, -5.75664, 1.46436], [0.60851, -3.84343, -0.49141], [1.95254, -3.85013, -0.93892], [2.19518, -4.98608, -1.68556], [2.45933, -5.96068, -2.24743], [-0.46749, -2.98024, -1.11169], [-1.82758, -3.11416, -0.52258], [-3.16389, -2.12688, -1.25949], [-2.56682, -1.89740, -2.99242], [-3.60067, -1.68718, -4.05751], [-5.44222, -1.72453, -3.62279], [-5.82737, -3.58628, -3.10570], [-3.16222, -1.44645, -5.47342], [-4.26184, -1.18143, -6.56130], [-4.97534, -2.48756, -7.11624], [-4.23364, -3.07210, -8.41304], [-6.63487, -1.92163, -7.73504], [-1.66556, -1.43976, -5.75336], [-1.25903, -1.13993, -7.25926], [-1.15080, 0.45570, -7.44594], [-2.24569, 1.18170, -6.83478], [-1.79690, 2.01559, -5.78451], [-2.13848, 1.72877, -4.25204], [-1.15256, 3.02756, -5.99151], [-0.64328, -1.68639, -4.66168], [1.10000, -1.66968, -5.19904], [1.27140, -2.74961, -6.19135], [2.05762, -1.91088, -4.11930], [1.51817, -0.19270, -5.86229], [-1.08843, -1.92272, -3.21733], [-0.06027, -2.10718, -2.20509], [0.31800, -0.72457, -1.74361], [1.40708, -0.67319, -0.59511], [2.90847, -0.92568, -1.08551], [3.65377, 0.42723, -1.53256], [3.59896, 0.70207, -3.09487], [3.92343, 2.26171, -3.36689], [2.63580, 2.90604, -3.66630], [2.68115, 4.16301, -3.00608], [1.68889, 4.43246, -1.79059], [3.48178, 4.99996, -3.37841], [-5.58274, -3.48887, 2.34725], [-0.61905, -5.60158, 3.11513], [-2.20210, -5.30008, 2.93445], [2.56427, -4.78148, 1.71851], [-5.74179, -0.87378, -2.51718], [-6.26316, -1.47817, -4.77508], [-5.04981, -0.50224, -6.09808], [-3.88707, -0.60571, -7.46577], [-5.19920, -3.27535, -6.34323], [-4.35577, -2.28740, -9.23177], [-3.14436, -3.28904, -8.22836], [-4.84303, -3.96014, -8.74237], [-0.32954, -1.68276, -7.58967], [-2.08096, -1.46134, -7.97753], [-0.18937, 0.88745, -7.04617], [-1.16267, 0.65186, -8.56088], [-2.62267, 2.63306, -3.76158], [-1.22647, 1.39522, -3.67244], [-2.90466, 0.89676, -4.18303], [0.76806, -0.19415, -2.64171], [-0.62050, -0.14717, -1.47449], [1.18477, -1.33067, 0.29590], [1.39479, 0.39746, -0.19679], [3.47721, -1.27149, -0.15594], [3.01466, -1.75846, -1.83572], [3.23999, 1.32669, -0.96713], [4.75514, 0.32420, -1.25564], [4.40518, 0.12152, -3.64330], [2.56719, 0.53978, -3.51608], [4.61381, 2.38725, -4.25524], [4.36906, 2.65225, -2.40712], [1.50088, 3.49102, -1.20090], [0.73373, 4.86700, -2.22628], [2.20147, 5.17283, -1.09878], [-2.51637, -1.20707, 2.31770], [-2.39517, 0.20849, 2.47410], [-3.19285, 0.72176, 3.41754], [-3.96363, 0.09990, 4.10417], [-2.98562, 2.04654, 3.46402], [-3.77839, 2.73150, 4.43425], [-1.82965, -1.51593, 1.53213], [-2.23865, -1.72146, 3.23985], [-3.52880, -1.47521, 2.01637], [-3.55130, 2.37116, 5.43902], [-4.84131, 2.61714, 4.21383], [-3.52974, 3.79001, 4.38435], [8.71857, -2.64298, -3.54434], [7.83370, -3.44572, -4.32372], [6.57802, -3.49791, -3.85389], [6.16586, -2.94046, -2.86738], [5.85957, -4.27616, -4.67151], [4.49031, -4.42030, -4.28390], [9.69908, -2.67576, -4.01792], [8.37914, -1.60593, -3.52193], [8.80911, -3.04112, -2.53218], [3.98515, -3.45228, -4.28913], [4.41643, -4.88913, -3.30377], [4.00306, -5.06728, -5.01260], [6.78081, -1.67608, 1.18230], [6.67307, -1.79391, 2.60095], [5.93880, -0.83296, 3.17731], [5.39075, 0.07729, 2.60809], [5.91958, -1.06091, 4.49848], [5.16719, -0.10671, 5.24606], [7.39342, -2.50278, 0.82487], [5.79748, -1.74756, 0.71406], [7.27062, -0.73973, 0.90965], [4.11985, -0.11597, 4.93930], [5.59259, 0.89202, 5.13465], [5.22257, -0.39101, 6.29631], [-3.33603, 1.03059, 8.97734], [-2.45094, 2.10559, 8.66392], [-2.21723, 2.94268, 9.68543], [-2.68035, 2.85318, 10.79342], [-1.37805, 3.89607, 9.25684], [-1.03827, 4.86580, 10.24769], [-3.44946, 0.42287, 8.07988], [-2.91819, 0.40556, 9.76826], [-4.31775, 1.41103, 9.26451], [-0.52890, 4.39315, 11.08932], [-1.92784, 5.39977, 10.58533], [-0.35803, 5.58488, 9.79219], [-6.43714, 8.24998, 1.41448], [-6.15750, 6.91153, 1.82302], [-4.89086, 6.52584, 1.61319], [-4.01747, 7.19829, 1.12787], [-4.76641, 5.26001, 2.03831], [-3.45740, 4.71247, 1.87559], [-7.48579, 8.45003, 1.63155], [-5.82590, 8.95945, 1.97475], [-6.27697, 8.36661, 0.34138], [-2.72714, 5.28144, 2.45455], [-3.17796, 4.68811, 0.82073], [-3.47362, 3.69464, 2.24857], [6.55293, -4.40442, -7.32857], [7.15213, -3.82737, -8.49243], [8.11466, -4.57552, -9.04430], [8.49325, -5.64915, -8.64854], [8.58626, -3.92111, -10.11745], [9.62674, -4.60760, -10.81007], [5.79189, -3.71521, -6.96999], [6.07154, -5.35326, -7.57419], [7.29367, -4.54024, -6.54301], [9.26841, -5.56449, -11.19348], [10.49180, -4.75231, -10.16058], [9.92776, -3.98765, -11.65400], [2.98221, 10.34774, 11.45568], [2.19528, 9.15921, 11.38579], [2.91134, 8.03100, 11.28519], [4.11269, 7.95548, 11.25137], [2.05534, 6.99969, 11.22865], [2.68316, 5.72323, 11.11901], [2.29917, 11.19271, 11.53452], [3.62128, 10.33514, 12.34012], [3.57937, 10.46810, 10.55031], [3.31053, 5.52529, 11.98961], [3.26813, 5.65896, 10.19995], [1.89820, 4.96887, 11.08090], [-7.40490, -0.94245, 5.43366], [-8.75731, -1.23624, 5.78036], [-9.21903, -2.38080, 5.25895], [-8.59967, -3.13803, 4.55345], [-10.48827, -2.53711, 5.65775], [-11.11262, -3.72535, 5.17280], [-7.13586, 0.00118, 5.90660], [-6.73475, -1.71894, 5.80637], [-7.30073, -0.82920, 4.35336], [-10.58846, -4.61131, 5.53491], [-11.15449, -3.72100, 4.08237], [-12.13145, -3.74466, 5.55793]],
  "forces_ev_per_a": [[0.3, 0.5, -0.5], [1.6, 1.0, 0.0], [1.0, -0.6, -0.5], [-0.1, 1.8, -1.7], [0.4, 2.0, -0.4], [-0.5, 1.4, -0.6], [-0.4, 1.3, -0.4], [-4.0, -0.7, 1.8], [-0.7, -2.2, -1.6], [-0.2, 1.6, 1.5], [-0.3, 0.8, 0.3], [0.7, -2.4, 2.4], [1.2, -1.0, 0.4], [1.3, -0.3, -0.7], [0.9, -0.1, -0.8], [2.7, 1.0, -1.2], [0.4, -2.7, 0.3], [-0.1, 0.4, -0.1], [1.9, -0.5, 2.2], [-0.1, 0.3, 0.0], [0.5, 0.2, -0.8], [-1.2, 0.7, 0.4], [0.7, -0.3, 0.5], [-0.9, -0.7, 0.9], [-0.8, 0.9, 0.6], [1.1, -0.3, -1.0], [0.8, 0.0, 1.5], [0.8, 2.0, 1.2], [-1.3, -1.0, -0.6], [-1.0, -2.0, -0.4], [-3.6, 1.0, -0.1], [3.4, -4.1, 0.2], [-1.3, 3.0, 0.6], [-2.1, 1.9, -1.0], [-1.3, -2.1, 1.0], [-1.1, 0.3, -3.0], [-2.3, 0.3, 0.5], [0.8, 1.0, 0.3], [0.4, 0.6, -0.4], [0.5, 0.5, 1.2], [0.1, -0.8, -0.6], [0.5, 1.5, 0.1], [0.0, -1.9, -0.2], [0.6, 1.3, 2.1], [0.4, 0.9, -0.5], [0.7, -0.3, -0.6], [-1.4, -1.2, 0.8], [1.5, -1.0, -0.8], [-0.2, -0.4, -0.8], [0.3, -0.4, -0.8], [-1.0, -0.6, -0.4], [0.3, 0.4, -0.9], [0.7, 0.8, 0.7], [1.1, -0.9, -0.6], [-0.3, -0.7, 1.3], [0.4, 0.9, -0.7], [0.4, -1.0, 1.1], [-1.2, 0.0, -0.1], [1.0, 0.7, 0.3], [-0.8, 0.8, 0.5], [1.0, 0.2, 1.3], [-0.9, -0.7, -0.5], [-0.1, -0.1, 1.3], [1.0, -0.9, -0.9], [-0.9, 0.6, -0.9], [1.0, 0.9, 0.0], [-0.5, -0.7, 1.0], [1.0, -0.6, 0.0], [-0.1, 0.6, -1.1], [-0.2, -1.4, -0.4], [-0.8, 0.3, -1.1], [-0.2, 1.1, 0.6], [0.4, -1.2, -0.6], [-1.4, 0.2, -0.2], [-1.3, 0.3, 0.7], [1.3, -0.1, 0.3], [-0.7, 0.1, 1.2], [-0.3, 0.0, -1.2], [0.0, 0.9, -0.8], [1.1, -0.6, 0.7], [-0.7, -0.8, -1.1], [0.0, -0.3, -0.1], [-0.1, 0.3, 0.2], [0.2, 0.0, -0.2], [0.1, 0.2, -0.1], [0.0, -0.4, 0.0], [-0.3, 0.2, 0.5], [0.0, 0.4, 0.1], [-0.2, 0.0, 0.0], [0.1, 0.1, 0.2], [-0.1, -0.1, -0.1], [0.1, -0.1, 0.1], [0.1, -0.2, -0.1], [0.3, 0.2, 0.1], [-0.3, 0.0, 0.1], [-0.1, -0.2, -0.2], [0.2, 0.0, -0.1], [0.3, 0.2, 0.5], [-0.5, 0.0, 0.1], [-0.2, -0.2, -0.1], [-0.1, -0.1, 0.1], [-0.1, 0.1, 0.0], [0.1, -0.1, 0.1], [0.1, 0.1, -0.1], [0.3, 0.0, 0.0], [0.1, 0.0, -0.5], [-0.2, 0.2, 0.3], [0.1, -0.1, 0.0], [0.1, -0.2, 0.1], [0.0, 0.0, -0.3], [-0.2, 0.2, 0.3], [-0.1, 0.0, 0.3], [0.1, 0.2, 0.0], [-0.2, 0.0, 0.0], [0.1, 0.1, -0.1], [-0.1, -0.1, -0.1], [0.1, -0.2, -0.2], [-0.2, -0.3, 0.0], [0.1, 0.2, 0.1], [0.1, 0.0, -0.1], [0.1, 0.0, -0.3], [-0.2, -0.3, 0.0], [0.1, 0.4, 0.2], [0.2, 0.2, -0.1], [-0.1, 0.2, 0.0], [0.1, 0.0, 0.1], [-0.2, 0.0, 0.0], [0.1, -0.2, 0.1], [-0.1, -0.2, -0.2], [-0.2, 0.4, -0.1], [0.2, -0.2, 0.0], [-0.1, 0.0, 0.1], [-0.2, -0.2, 0.1], [-0.1, 0.3, 0.0], [0.3, -0.2, -0.2], [0.1, -0.3, 0.1], [0.1, -0.1, -0.2], [0.1, 0.0, 0.1], [0.0, 0.1, -0.2], [0.0, 0.2, 0.1], [-0.2, 0.2, -0.2], [-0.1, -0.1, 0.2], [0.3, -0.1, -0.4], [-0.2, 0.2, 0.1], [0.0, 0.2, -0.2], [-0.1, -0.1, 0.2], [0.3, -0.1, -0.2], [0.2, 0.1, -0.3], [0.2, 0.0, 0.0], [0.0, -0.1, -0.2], [0.1, 0.0, 0.2], [-0.1, -0.1, 0.0], [-0.2, 0.1, 0.1], [0.2, 0.4, 0.0], [0.0, -0.3, 0.0], [-0.1, 0.1, 0.0], [-0.3, 0.0, 0.0], [0.0, 0.2, 0.0], [0.1, -0.4, 0.0], [-0.1, -0.3, 0.0], [0.1, -0.1, -0.2], [0.1, -0.1, 0.1], [0.1, 0.1, -0.1], [0.1, 0.1, 0.2], [-0.1, 0.3, 0.0], [0.4, 0.2, -0.1], [-0.2, -0.3, -0.1], [-0.1, 0.1, 0.1], [-0.1, 0.2, 0.2], [0.3, 0.1, 0.0], [-0.3, -0.3, -0.1], [-0.3, -0.1, 0.0], [-0.1, 0.0, -0.2], [0.0, -0.1, 0.1], [0.1, 0.1, -0.2], [0.2, -0.1, 0.1], [0.1, 0.2, 0.1]],
  "mulliken_charge": [0.26, -1.91, 0.51, 0.70, -0.62, 0.11, -0.25, -0.69, -0.13, 0.54, -0.57, -1.13, 1.11, -0.36, 1.63, 0.05, 0.20, -0.36, 0.91, -2.33, 0.42, -1.17, -0.21, -0.44, -1.12, -0.66, -0.33, 0.58, -0.11, -0.53, 0.54, 1.30, -0.67, -0.06, -0.32, -1.83, 1.25, 0.54, -1.40, 0.67, -1.03, 1.06, -0.73, -0.25, 0.63, -0.72, -0.53, 0.58, 0.28, 0.28, 0.22, 0.16, 0.15, 0.59, 0.38, 0.41, 0.34, 0.26, 0.38, 0.49, 0.14, 0.30, 0.43, 0.45, -0.20, -0.07, -0.36, 0.35, 0.27, 0.63, 0.04, -0.38, 0.26, 0.26, 0.19, -0.72, 0.28, 0.38, 0.11, 0.27, 0.31, -0.05, -0.24, 0.71, -0.58, -0.46, -0.68, -0.31, 0.39, 0.25, 0.29, 0.34, 0.28, -0.65, -0.29, 0.70, -0.55, -0.23, -0.57, 0.21, 0.30, 0.27, 0.20, 0.25, 0.27, -0.15, -0.35, 0.82, -0.55, -0.35, -0.62, 0.19, -0.08, 0.32, 0.29, 0.29, 0.22, -0.68, -0.26, 0.74, -0.53, -0.29, -0.61, 0.18, 0.35, 0.32, 0.23, 0.32, 0.23, -0.63, -0.32, 0.77, -0.53, -0.24, -0.52, 0.22, 0.29, 0.29, 0.33, 0.36, 0.06, -0.48, -0.31, 0.72, -0.54, -0.33, -0.63, 0.23, 0.29, 0.28, 0.29, 0.29, 0.22, -0.63, -0.31, 0.75, -0.53, -0.24, -0.59, 0.22, 0.29, 0.29, 0.33, 0.32, 0.10, -0.58, -0.31, 0.76, -0.54, -0.34, -0.62, 0.25, 0.29, 0.27, 0.29, 0.29, 0.22]
}